No. 1
DFT (the ωB97M-V functional and the def2-TZVPD basis) results for C25H20As2F12N2O8PSTi as an isolated structure.

Each line ends with the Mulliken charge.
CARTESIAN COORDINATES (ANGSTROEM)
As (-4.932, -2.179, 0.504)  1.379
As (3.690, -2.573, -1.829)  2.096
Ti (-2.418, -1.961, -0.556)  0.216
S (-2.713, 1.408, -0.540)  1.155
P (0.054, 1.335, 0.406)  2.721
F (5.210, -2.778, -2.620)  -0.502
F (-1.476, -3.410, -0.341)  -0.441
F (4.474, -2.134, -0.354)  -0.492
F (-5.608, -0.602, -0.132)  -0.574
F (3.639, -4.228, -1.363)  -0.493
F (-4.494, -3.729, 1.328)  -0.565
F (-2.435, -1.436, 1.183)  -0.510
F (-5.280, -1.535, 2.076)  -0.410
F (3.647, -0.891, -2.326)  -0.469
F (2.861, -2.974, -3.326)  -0.499
F (2.132, -2.308, -1.048)  -0.578
F (-6.425, -2.909, 0.066)  -0.417
O (-3.545, 2.465, -0.997)  -0.771
O (-0.590, -0.725, -0.294)  0.915
O (-3.013, 0.090, -1.103)  -0.464
O (-1.229, 1.744, -0.814)  -0.738
O (0.816, 0.657, -1.152)  -0.871
O (-3.845, -3.387, -4.124)  -0.666
O (0.968, -2.143, -5.803)  -0.595
O (-3.535, -2.717, -2.000)  -0.312
N (1.172, -0.813, 1.789)  0.277
N (-1.309, -1.727, -2.448)  0.645
C (-3.183, -2.892, -3.249)  0.355
C (3.901, 0.430, 1.468)  -0.368
C (-0.118, -1.133, -2.527)  -0.146
C (2.797, 0.811, 0.828)  -1.205
C (1.808, 5.583, 0.235)  -0.504
C (-2.230, 1.039, 3.868)  -1.149
C (1.433, 0.564, 1.422)  -1.177
C (1.059, 3.600, -0.901)  -0.514
C (1.454, 5.018, 1.451)  -0.901
C (0.716, 3.024, 0.317)  0.423
C (-1.289, 1.304, 1.670)  0.723
C (3.046, -0.839, 3.489)  -0.478
C (-2.595, 1.323, 1.194)  -0.161
C (-3.716, 1.179, 1.988)  -0.561
C (-3.517, 1.037, 3.351)  -0.718
C (1.639, -1.197, 3.104)  -0.774
C (3.984, -0.195, 2.789)  -0.435
C (-1.796, -2.346, -3.511)  0.349
C (0.912, 3.742, 1.493)  -0.299
C (0.122, -0.408, -1.277)  0.401
C (0.673, -1.164, -3.642)  -0.499
C (1.607, 4.873, -0.940)  -0.641
C (0.210, -1.928, -4.717)  0.861
C (-1.069, -2.477, -4.676)  -1.066
C (-1.120, 1.159, 3.041)  -0.373
H (0.898, 3.055, -1.821)  0.359
H (4.962, -0.124, 3.254)  0.351
H (2.234, 6.577, 0.203)  0.386
H (1.386, 1.158, 2.344)  1.118
H (1.643, -0.686, -3.641)  0.463
H (1.875, 5.310, -1.893)  0.410
H (0.630, 3.321, 2.450)  0.276
H (1.893, -1.963, -5.583)  0.373
H (2.895, 1.260, -0.150)  0.279
H (-2.079, 0.913, 4.932)  0.427
H (1.531, -2.283, 3.173)  0.559
H (-1.479, -3.026, -5.512)  0.557
H (-4.702, 1.124, 1.546)  0.510
H (1.599, 5.569, 2.371)  0.427
H (4.851, 0.603, 0.977)  0.412
H (1.529, -1.443, 1.079)  0.203
H (-0.137, 1.112, 3.484)  0.509
H (3.337, -1.209, 4.469)  0.390
H (-4.368, 0.890, 4.003)  0.420
H (0.956, -0.800, 3.867)  0.390

Properties
Highest occupied orbital energy   -6.7 eV
Multiplicity   1
ΔE to the lowest compared entry with this formula, charge and spin   43.06 kcal/mol
Total charge   -1
Orbital gap   7.60 eV

No. 2
DFT (the ωB97M-V functional and the def2-TZVPD basis) results for C25H20F2N5NiS2 as an isolated structure.

Each line ends with the Mulliken charge.
CARTESIAN COORDINATES (ANGSTROEM)
Ni (-0.028, -0.401, -0.321)  -0.592
S (0.292, -2.755, -1.667)  -0.194
S (0.262, 2.294, -0.235)  -0.492
F (1.468, 0.458, -5.437)  -0.374
F (-3.095, 0.210, -4.477)  -0.370
N (2.640, 3.068, -1.118)  -0.476
N (-2.025, -0.145, -0.362)  0.361
N (2.589, 0.909, -0.417)  -1.539
N (1.852, -0.086, 0.091)  1.436
N (0.200, -1.682, 1.288)  -0.098
C (3.908, -1.024, 1.049)  -1.725
C (-0.190, 0.030, -2.227)  -0.464
C (1.524, -1.872, 1.523)  0.380
C (1.916, 2.020, -0.611)  0.322
C (1.951, -2.817, 2.460)  -0.881
C (-1.810, 0.186, -4.017)  0.551
C (-0.326, -3.341, 2.928)  -0.969
C (0.814, 0.192, -3.181)  0.255
C (-4.763, -0.033, -0.670)  -0.289
C (-2.828, -0.099, 0.697)  -0.360
C (1.247, -4.790, -0.089)  -0.301
C (-1.540, 0.042, -2.661)  -0.059
C (0.485, 0.321, -4.512)  0.340
C (-1.141, -4.701, -0.345)  -0.500
C (-4.203, -0.034, 0.601)  -0.955
C (-0.130, -6.495, 0.909)  -0.411
C (2.429, -0.994, 0.816)  1.233
C (-1.259, -5.861, 0.405)  -0.598
C (-0.822, 0.321, -4.965)  -0.917
C (-3.936, -0.042, -1.776)  -0.934
C (1.123, -5.949, 0.660)  -0.727
C (-2.548, -0.066, -1.606)  0.318
C (1.026, -3.544, 3.175)  -0.443
C (-0.675, -2.418, 1.962)  -0.039
C (0.119, -4.146, -0.621)  0.055
H (-0.226, -7.409, 1.484)  0.377
H (-5.838, 0.004, -0.795)  0.408
H (-2.340, -0.080, 1.665)  0.700
H (-1.062, 0.430, -6.013)  0.470
H (-2.020, -4.209, -0.742)  0.468
H (2.221, -4.363, -0.294)  0.480
H (3.011, -2.980, 2.607)  0.377
H (2.098, 3.781, -1.573)  0.250
H (4.372, -0.261, 0.432)  0.408
H (-4.814, 0.027, 1.492)  0.389
H (2.012, -6.435, 1.051)  0.371
H (1.341, -4.277, 3.906)  0.392
H (3.505, 2.811, -1.569)  0.244
H (4.140, -0.817, 2.098)  0.335
H (-1.719, -2.273, 1.712)  0.594
H (-4.365, -0.013, -2.764)  0.515
H (-1.087, -3.906, 3.447)  0.401
H (1.860, 0.195, -2.897)  0.569
H (4.322, -2.001, 0.789)  0.352
H (-2.240, -6.284, 0.595)  0.359

Properties
Highest occupied orbital energy (spin up / spin down)   -3.3 / -4.0 eV
Multiplicity   3
ΔE to the lowest compared entry with this formula, charge and spin   19.14 kcal/mol
Total charge   -1
Orbital gap (spin up / spin down)   5.84 / 6.57 eV

No. 3
DFT (the ωB97M-V functional and the def2-TZVPD basis) results for C25H20F6N2O5ReS3Sb as an isolated structure.

Each line ends with the Mulliken charge.
CARTESIAN COORDINATES (ANGSTROEM)
Re (-1.061, 0.325, 1.572)  1.811
Sb (1.620, -1.028, -0.871)  1.669
S (-0.302, 1.446, 4.292)  1.089
S (0.165, -1.521, 0.932)  -0.629
S (-1.227, 2.852, 2.180)  1.157
F (-1.431, 4.843, 0.532)  -0.159
F (-0.458, 5.352, 2.398)  -0.148
F (-2.214, -0.379, 3.801)  -0.261
F (-2.906, 1.363, 4.907)  -0.204
F (-2.598, 5.047, 2.346)  -0.150
F (-1.658, -0.135, 5.864)  -0.180
O (-2.503, 2.117, 2.068)  -0.756
O (0.263, 0.542, 3.239)  -0.705
O (-2.373, 0.170, 0.101)  -0.275
O (0.379, 1.563, 5.516)  -0.578
O (-0.327, 2.280, 1.122)  -0.443
N (-3.670, -0.115, 0.394)  0.192
N (-0.654, 2.846, 3.626)  -0.516
C (4.323, -4.315, -0.198)  -0.701
C (1.343, -2.473, -3.483)  -0.518
C (5.710, -2.376, -0.559)  -0.668
C (3.320, -2.171, -0.587)  0.537
C (-0.509, -2.345, -5.007)  -0.508
C (-1.439, 4.695, 1.843)  0.536
C (0.690, -1.579, -2.638)  0.547
C (2.040, 0.998, -0.812)  0.297
C (2.863, 1.496, 0.196)  -0.505
C (-1.159, -1.454, -4.160)  -0.767
C (-5.916, 0.558, 0.397)  -0.865
C (1.516, 1.842, -1.787)  -0.496
C (0.733, -2.856, -4.670)  -0.686
C (3.185, -3.537, -0.337)  -0.551
C (-4.586, 0.834, 0.161)  0.054
C (1.820, 3.195, -1.749)  -0.668
C (3.163, 2.848, 0.222)  -0.781
C (-3.983, -1.345, 0.832)  -0.041
C (5.579, -3.732, -0.309)  -0.485
C (-1.896, 0.530, 4.764)  0.762
C (-5.300, -1.657, 1.087)  -0.892
C (4.579, -1.584, -0.701)  -0.286
C (-0.564, -1.070, -2.970)  -0.430
C (2.641, 3.692, -0.748)  -0.579
C (-6.280, -0.695, 0.870)  -0.161
H (2.209, -3.999, -0.242)  0.373
H (-3.153, -2.033, 0.934)  0.526
H (-2.129, -1.063, -4.432)  0.428
H (1.232, -3.552, -5.330)  0.421
H (-1.085, -0.394, -2.307)  0.423
H (6.691, -1.932, -0.645)  0.421
H (1.432, 3.855, -2.512)  0.474
H (2.318, -2.871, -3.229)  0.415
H (2.888, 4.745, -0.731)  0.451
H (-6.651, 1.326, 0.209)  0.454
H (-5.544, -2.648, 1.439)  0.463
H (-7.319, -0.924, 1.058)  0.439
H (4.688, -0.526, -0.906)  0.407
H (4.231, -5.373, -0.003)  0.415
H (6.463, -4.344, -0.199)  0.410
H (-0.976, -2.639, -5.937)  0.408
H (3.814, 3.241, 0.990)  0.467
H (3.275, 0.841, 0.957)  0.562
H (0.895, 1.453, -2.585)  0.474
H (-4.197, 1.770, -0.208)  0.506

Properties
Highest occupied orbital energy (spin up / spin down)   -14.4 / -14.1 eV
Multiplicity   3
ΔE to the lowest compared entry with this formula, charge and spin   29.23 kcal/mol
Total charge   +2
Orbital gap (spin up / spin down)   7.38 / 7.12 eV

No. 4
DFT (the ωB97M-V functional and the def2-TZVPD basis) results for C25H20GeHgN as an isolated structure.

Each line ends with the Mulliken charge.
CARTESIAN COORDINATES (ANGSTROEM)
Hg (1.545, -19.584, 1.091)  0.589
Ge (3.768, -19.315, -0.129)  -0.561
N (-0.792, -19.885, 1.658)  -0.377
C (5.148, -18.486, 2.292)  -0.179
C (-5.593, -19.780, 1.030)  -0.569
C (4.218, -21.223, -0.388)  0.567
C (-4.238, -20.201, 1.004)  -0.449
C (-3.325, -19.356, 1.594)  0.607
C (-5.936, -18.576, 1.705)  -0.328
C (2.648, -18.521, -4.144)  -0.513
C (2.151, -17.203, -4.068)  -0.516
C (5.412, -21.730, 0.084)  -0.296
C (6.717, -16.664, 2.221)  -0.488
C (4.932, -18.279, 0.958)  0.952
C (5.978, -17.602, 2.964)  -0.722
C (3.295, -22.050, -0.923)  -0.069
C (4.756, -23.899, -0.538)  -0.349
C (5.660, -23.071, 0.053)  -0.631
C (2.616, -17.245, -1.712)  -0.165
C (5.479, -17.222, 0.235)  -0.492
C (3.524, -23.422, -1.017)  -0.761
C (2.073, -16.588, -2.808)  -0.742
C (3.184, -18.563, -1.822)  0.691
C (6.416, -16.445, 0.858)  -0.566
C (-3.686, -18.168, 2.226)  -0.355
C (-1.907, -19.703, 1.611)  0.114
C (-4.969, -17.746, 2.251)  -0.457
C (3.112, -19.250, -3.015)  -0.281
H (1.780, -16.687, -4.929)  0.429
H (2.539, -16.715, -0.768)  0.402
H (-3.966, -21.110, 0.452)  0.396
H (2.736, -18.981, -5.140)  0.332
H (6.558, -23.501, 0.464)  0.408
H (7.427, -16.095, 2.802)  0.381
H (6.187, -17.608, 3.997)  0.427
H (1.745, -15.550, -2.752)  0.364
H (2.667, -24.101, -1.293)  0.310
H (5.149, -17.203, -0.821)  0.340
H (4.866, -24.969, -0.457)  0.364
H (-5.268, -16.733, 2.711)  0.302
H (6.042, -21.103, 0.749)  0.255
H (6.935, -15.587, 0.309)  0.304
H (3.480, -20.310, -3.144)  0.346
H (2.367, -21.588, -1.254)  0.382
H (-2.990, -17.518, 2.667)  0.419
H (-6.937, -18.277, 1.708)  0.419
H (4.666, -19.300, 2.858)  0.374
H (-6.452, -20.325, 0.686)  0.395

Properties
Highest occupied orbital energy   -11.7 eV
Multiplicity   1
Total charge   +1
Orbital gap   8.37 eV

Q: What is the total charge in the second record?
A: -1